Molecular formula: C3H3F3INO
Method: DFT, wB97M-V/def2-TZVPD

Geometry as XYZ:
```
12
Properties=species:S:1:pos:R:3:forces:R:3
I -2.5134 -0.6401 0.1505 -1.057 -0.294 -0.100
F -2.3584 2.7851 0.0215 0.621 -0.951 -0.074
F -0.2669 2.9233 0.4950 0.090 0.073 1.118
F -0.7670 1.8284 -1.2261 -1.183 -0.089 0.351
O 1.4856 0.5328 1.2714 1.416 -0.353 -0.416
N 0.6162 -0.7539 -0.5338 2.956 -2.835 -2.044
C -1.2074 0.7851 0.8316 2.723 -0.789 -4.139
C -1.1949 2.0582 0.0796 0.447 0.887 -1.877
C 0.7997 0.0722 0.4464 -3.462 1.381 1.846
H 1.3083 -1.5132 -0.9944 -1.766 2.739 1.860
H -0.3281 -0.8205 -0.8456 -0.644 -0.156 -0.443
H -1.2530 0.9266 1.8164 -0.142 0.387 3.919
```
Positions in Å, forces in eV/Å.

Output
Spin multiplicity = 1
Max |F| = 5.017 eV Å⁻¹
Frontier orbital gap = 0.331 Ha
Energy relative to the best compared isomer or geometry (same formula, charge and spin) = 47.2 kcal per mole

=====

Molecular formula: C3H3F3N2OS
Method: DFT, wB97M-V/def2-TZVPD

Geometry as XYZ:
```
13
Properties=species:S:1:pos:R:3:forces:R:3
S -0.1177 -1.4184 -0.4853 0.419 0.052 -0.736
F 0.9516 0.6255 -2.5657 -1.349 -0.386 0.402
F 0.9090 2.2332 -1.1124 -0.118 -0.426 -0.012
F 2.4801 0.7354 -1.1611 1.733 0.470 0.168
O -1.8740 0.5825 0.5899 -6.147 -0.357 1.623
N 0.8859 0.3454 1.0116 0.490 1.220 -0.200
N 0.4536 -0.6111 1.8511 0.608 0.992 0.828
C -0.0886 -1.5443 1.2037 -1.390 -2.697 -0.484
C 0.6252 0.1120 -0.2271 -1.409 -2.100 1.302
C 1.1721 0.9241 -1.2697 1.875 2.115 -1.833
H -0.5779 -2.4226 1.6066 0.252 0.132 0.455
H -2.9678 0.3496 0.7690 4.644 1.389 -0.224
H -1.8516 0.0886 -0.2105 0.394 -0.405 -1.290
```
Positions in Å, forces in eV/Å.

Output
Spin multiplicity = 1
Max |F| = 6.368 eV Å⁻¹
Frontier orbital gap = 0.398 Ha
Energy relative to the best compared isomer or geometry (same formula, charge and spin) = 30.8 kcal per mole

=====

Molecular formula: C3H3F3O2
Method: DFT, wB97M-V/def2-TZVPD

Geometry as XYZ:
```
11
Properties=species:S:1:pos:R:3:forces:R:3
F -0.6915 -1.4446 -0.8054 0.862 0.230 0.455
F -1.9560 1.7202 0.1467 -0.210 -1.679 0.135
F -3.1266 -0.0391 -0.5098 1.364 0.297 0.497
O 2.3738 0.4130 -0.7577 0.467 -1.762 -1.098
O -1.5338 -0.3747 1.1036 1.279 -0.448 0.199
C -0.7022 -0.3175 -0.0899 -2.363 -1.878 -0.581
C 1.7006 0.0916 0.3686 1.539 1.094 0.809
C -1.9381 0.3375 0.0440 -2.423 3.383 -1.119
H 1.6230 -0.9279 0.7038 0.056 -0.071 0.095
H 1.6108 0.9886 0.9502 -0.498 -0.205 0.688
H 2.6400 -0.4471 -1.1542 -0.072 1.037 -0.080
```
Positions in Å, forces in eV/Å.

Output
Spin multiplicity = 3
Max |F| = 4.309 eV Å⁻¹
Frontier orbital gap (spin up / spin down) = 0.279 / 0.378 Ha
Energy relative to the best compared isomer or geometry (same formula, charge and spin) = 0.0 kcal per mole

=====

Molecular formula: C3H3FI2O4S
Method: DFT, wB97M-V/def2-TZVPD

Geometry as XYZ:
```
14
Properties=species:S:1:pos:R:3:forces:R:3
I 0.0049 -2.2345 4.8355 0.375 -0.902 1.240
I -3.6146 -1.2057 2.0558 -0.551 -0.495 -0.131
S -1.5835 -0.3282 3.0529 -0.211 0.001 -1.660
F -0.4294 -2.2646 2.0177 -0.163 -1.292 -1.157
O 0.6149 1.2884 2.7366 -0.936 0.045 -1.322
O -1.9630 0.6906 3.9551 0.484 0.239 1.182
O -1.1638 0.3427 1.6380 0.058 0.923 -0.569
O 0.8382 0.6583 0.6442 -0.167 0.415 -1.512
C 0.2867 0.2053 -0.6271 -1.085 -1.554 1.067
C 0.1395 0.8428 1.7208 1.104 0.328 1.901
C -0.1119 -1.4027 2.9534 -0.292 1.057 1.437
H 0.7126 -0.8306 -0.7200 -0.062 1.386 -0.829
H 0.3749 0.9793 -1.3729 1.148 -0.124 -0.298
H -0.8058 0.0636 -0.6180 0.298 -0.028 0.653
```
Positions in Å, forces in eV/Å.

Output
Spin multiplicity = 1
Max |F| = 2.222 eV Å⁻¹
Frontier orbital gap (spin up / spin down) = 0.257 / 0.257 Ha
Energy relative to the best compared isomer or geometry (same formula, charge and spin) = 8.3 kcal per mole

=====

Q: Which value of max |F| does entry 4 give?
A: 2.222 eV Å⁻¹

=====

Repeat the second record exactly.
Molecular formula: C3H3F3N2OS
Method: DFT, wB97M-V/def2-TZVPD

Geometry as XYZ:
```
13
Properties=species:S:1:pos:R:3:forces:R:3
S -0.1177 -1.4184 -0.4853 0.419 0.052 -0.736
F 0.9516 0.6255 -2.5657 -1.349 -0.386 0.402
F 0.9090 2.2332 -1.1124 -0.118 -0.426 -0.012
F 2.4801 0.7354 -1.1611 1.733 0.470 0.168
O -1.8740 0.5825 0.5899 -6.147 -0.357 1.623
N 0.8859 0.3454 1.0116 0.490 1.220 -0.200
N 0.4536 -0.6111 1.8511 0.608 0.992 0.828
C -0.0886 -1.5443 1.2037 -1.390 -2.697 -0.484
C 0.6252 0.1120 -0.2271 -1.409 -2.100 1.302
C 1.1721 0.9241 -1.2697 1.875 2.115 -1.833
H -0.5779 -2.4226 1.6066 0.252 0.132 0.455
H -2.9678 0.3496 0.7690 4.644 1.389 -0.224
H -1.8516 0.0886 -0.2105 0.394 -0.405 -1.290
```
Positions in Å, forces in eV/Å.

Output
Spin multiplicity = 1
Max |F| = 6.368 eV Å⁻¹
Frontier orbital gap = 0.398 Ha
Energy relative to the best compared isomer or geometry (same formula, charge and spin) = 30.8 kcal per mole

=====

Q: Which value of energy relative to the best compared isomer or geometry (same formula, charge and spin) does entry 2 give?
A: 30.8 kcal per mole